[1]
C25H48AlP4Se | wB97M-V/def2-TZVPD

Last column: Löwdin charge in e.
CARTESIAN COORDINATES (ANGSTROEM)
Al: 2.455 0.088 -0.511  0.115
P: 2.404 1.291 1.706  0.709
P: 0.980 1.548 -1.857  0.816
P: 1.255 -1.962 0.132  0.808
H: -1.727 -1.947 -3.138  0.063
C: -1.201 -2.732 -2.582  -0.068
C: -1.833 -3.411 -1.613  -0.030
H: -2.900 -3.233 -1.436  0.066
C: 3.866 1.083 2.810  -0.245
C: 2.369 3.117 1.519  -0.227
C: 1.063 1.022 2.928  -0.256
C: -0.371 0.812 -2.856  -0.234
C: 0.028 2.901 -1.058  -0.203
C: 1.975 2.473 -3.095  -0.213
C: 1.729 -3.503 -0.751  -0.173
C: -0.197 -2.086 1.276  -0.184
C: 2.554 -2.149 1.505  -0.169
H: -0.175 -2.975 -2.905  0.055
H: -1.349 -4.206 -1.040  0.069
H: 3.961 1.990 3.418  0.075
H: 4.794 0.946 2.239  -0.009
H: 3.716 0.215 3.463  0.063
H: 3.069 3.554 2.241  0.074
H: 1.360 3.495 1.722  0.060
H: 2.670 3.419 0.510  0.042
H: 1.175 1.775 3.713  0.077
H: 1.139 0.032 3.384  0.046
H: 0.076 1.140 2.466  -0.041
H: -0.915 1.603 -3.401  0.091
H: -1.076 0.284 -2.200  0.028
H: 0.033 0.078 -3.565  0.057
H: 0.191 3.830 -1.616  0.076
H: 0.361 3.046 -0.028  0.007
H: -1.047 2.677 -1.055  0.025
H: 1.862 2.011 -4.085  0.073
H: 3.035 2.468 -2.814  0.031
H: 1.619 3.511 -3.137  0.069
H: 2.013 -4.274 -0.022  0.084
H: 2.592 -3.319 -1.406  0.046
H: 0.898 -3.853 -1.363  0.029
H: -0.059 -2.925 1.975  0.091
H: -1.123 -2.236 0.716  0.031
H: -0.288 -1.158 1.866  0.021
H: 2.465 -3.177 1.885  0.096
H: 2.385 -1.477 2.355  0.033
H: 3.592 -2.017 1.177  0.059
C: 4.937 -0.479 -1.400  -0.588
C: 4.264 -0.582 -2.634  -0.164
C: 4.162 -1.830 -3.263  -0.048
C: 4.827 -2.933 -2.716  -0.050
C: 5.576 -2.803 -1.537  -0.027
C: 5.654 -1.575 -0.887  -0.096
Se: 4.697 1.159 -0.297  0.931
H: 0.408 -1.374 -1.020  0.090
H: 3.803 0.317 -3.067  0.091
H: 3.558 -1.906 -4.176  0.133
H: 4.767 -3.887 -3.239  0.132
H: 6.109 -3.659 -1.139  0.132
H: 6.222 -1.435 0.032  0.125
C: -2.761 2.702 1.953  -0.267
P: -2.199 1.070 1.320  0.864
C: -3.085 -0.011 2.515  -0.269
C: -3.283 0.879 -0.141  -0.415
C: -3.590 1.982 -0.965  -0.119
C: -4.325 1.798 -2.141  -0.062
C: -4.775 0.526 -2.502  -0.058
C: -4.456 -0.577 -1.701  -0.077
C: -3.706 -0.403 -0.538  -0.125
H: -2.345 2.848 2.960  0.050
H: -3.858 2.734 2.001  0.070
H: -2.391 3.505 1.304  0.033
H: -4.155 0.233 2.514  0.070
H: -2.939 -1.066 2.252  0.023
H: -2.670 0.160 3.518  0.053
H: -3.270 2.988 -0.696  0.093
H: -4.558 2.662 -2.772  0.121
H: -5.383 0.392 -3.404  0.123
H: -4.803 -1.578 -1.983  0.115
H: -3.477 -1.278 0.077  0.082

Calculated values
frontier orbital gap (alpha / beta): 3.1 / 2.5 eV
relative energy (zero: lowest compared OMol25 entry of this formula, charge and spin): 57.4 kcal/mol
charge: +3
F_max: 3.6 eV/Å
multiplicity: 1
HOMO energy (alpha / beta): -15.53 / -15.55 eV


[2]
C25H48BrCl2IN2O8 | wB97M-V/def2-TZVPD

Last column: Löwdin charge in e.
CARTESIAN COORDINATES (ANGSTROEM)
C: 4.084 2.523 0.670  -0.136
C: 4.661 1.675 -0.471  -0.713
Br: 5.603 2.786 -1.774  0.674
C: 3.723 0.696 -1.185  -0.215
C: 2.379 1.206 -1.762  -0.303
N: 2.278 2.653 -1.744  0.065
C: 1.083 0.467 -1.263  -0.383
C: 0.929 -0.934 -1.968  -0.121
C: 2.059 -1.925 -2.180  -0.739
O: 2.330 -2.883 -1.507  -0.001
I: 3.073 -1.732 -4.109  0.867
O: 0.057 1.230 -1.891  -0.183
C: -1.264 0.713 -1.945  -0.207
C: -2.272 1.858 -2.011  -0.159
C: -3.125 1.887 -3.283  -0.279
N: -4.341 1.062 -3.233  -0.006
C: 0.757 0.476 0.296  -0.538
Cl: 0.207 2.133 0.699  0.728
C: 1.782 -0.009 1.347  -0.701
C: 1.906 -1.530 1.420  -0.108
Cl: 1.305 0.549 3.013  0.585
H: 2.997 2.456 0.726  0.027
H: 4.494 2.206 1.630  0.083
H: 4.316 3.579 0.535  0.060
H: 5.469 1.055 -0.087  0.077
H: 3.597 -0.183 -0.547  0.097
H: 4.316 0.313 -2.019  0.063
H: 2.394 0.929 -2.820  0.102
H: 1.823 3.012 -0.921  0.019
H: 1.785 2.983 -2.556  0.085
H: 0.145 -1.519 -1.476  0.131
H: 0.589 -0.688 -2.975  0.094
H: -1.485 0.065 -1.093  0.118
H: -1.366 0.099 -2.853  0.119
H: -1.743 2.805 -1.890  0.116
H: -2.937 1.762 -1.154  0.076
H: -2.541 1.537 -4.139  0.109
H: -3.422 2.918 -3.494  0.101
H: -4.136 0.106 -3.490  0.054
H: -4.702 1.031 -2.289  0.056
H: -0.120 -0.157 0.461  0.098
H: 2.753 0.441 1.223  0.048
H: 2.799 -1.861 0.899  0.070
H: 2.021 -1.835 2.460  0.061
H: 1.043 -2.033 0.987  0.081
C: -4.772 3.910 4.519  -0.059
C: -3.617 2.944 4.364  -0.224
O: -3.726 2.155 3.171  -0.017
C: -3.286 2.578 1.975  -0.525
C: -2.896 4.025 1.786  0.018
O: -3.258 1.799 1.060  0.078
H: -4.792 4.647 3.716  0.069
H: -4.690 4.440 5.467  0.083
H: -5.718 3.369 4.504  0.085
H: -2.649 3.443 4.400  0.115
H: -3.629 2.209 5.166  0.125
H: -3.761 4.563 1.397  0.100
H: -2.105 4.059 1.041  0.069
H: -2.550 4.522 2.687  0.073
C: 8.599 -5.165 -2.845  -0.063
C: 8.257 -4.846 -1.405  -0.237
O: 7.849 -3.486 -1.235  0.004
C: 6.584 -3.078 -1.436  -0.524
C: 5.570 -4.021 -2.035  0.002
O: 6.305 -1.945 -1.157  0.098
H: 7.730 -5.064 -3.496  0.069
H: 8.969 -6.187 -2.926  0.081
H: 9.371 -4.486 -3.205  0.084
H: 7.505 -5.525 -1.002  0.110
H: 9.141 -4.939 -0.777  0.122
H: 5.542 -3.874 -3.114  0.072
H: 4.596 -3.757 -1.632  0.059
H: 5.754 -5.071 -1.826  0.073
C: -5.283 -0.555 2.127  -0.063
C: -5.949 -1.557 3.044  -0.231
O: -7.274 -1.158 3.417  -0.001
C: -8.354 -1.415 2.654  -0.535
C: -8.170 -1.966 1.258  0.010
O: -9.436 -1.154 3.094  0.106
H: -5.807 -0.473 1.174  0.073
H: -4.254 -0.850 1.924  0.084
H: -5.268 0.430 2.581  0.062
H: -5.958 -2.564 2.624  0.109
H: -5.415 -1.614 3.991  0.122
H: -8.160 -1.127 0.562  0.095
H: -9.028 -2.591 1.031  0.090
H: -7.262 -2.546 1.116  0.067

Calculated values
frontier orbital gap: 8.8 eV
charge: 0
F_max: 1.8 eV/Å
SMILES: C[C@H](Br)C[C@H](N)[C@](CC(=O)I)(OCCCN)[C@H](Cl)[C@H](C)Cl.CCOC(C)=O.CCOC(C)=O.CCOC(C)=O
multiplicity: 1
HOMO energy: -8.84 eV


[3]
C25H48Cl3N4O3SSiSr | wB97M-V/def2-TZVPD

Last column: Löwdin charge in e.
CARTESIAN COORDINATES (ANGSTROEM)
C: 1.556 -1.152 -4.542  -0.044
C: 1.050 0.230 -4.255  -0.246
H: 1.475 -1.406 -5.605  0.060
H: 1.014 -1.901 -3.949  0.080
H: 2.614 -1.204 -4.251  0.083
C: 0.496 1.033 -5.173  -0.154
C: 0.213 0.610 -6.578  -0.142
H: 0.227 2.064 -4.913  0.093
H: -0.269 -0.381 -6.616  0.067
H: 1.120 0.568 -7.203  0.068
H: -0.471 1.343 -7.028  0.057
Sr: -1.002 -0.976 1.694  0.900
Cl: 1.704 -1.043 2.401  -0.159
Cl: -1.492 -3.931 1.735  0.090
C: 0.397 2.408 1.359  -0.280
O: -0.484 1.528 1.500  -0.175
N: 0.148 3.723 1.259  -0.164
C: -1.223 4.220 1.186  -0.031
C: 1.210 4.726 1.317  -0.043
H: 1.471 2.156 1.323  0.146
H: -1.906 3.372 1.289  0.088
H: -1.392 4.716 0.219  0.073
H: -1.388 4.949 1.995  0.089
H: 2.170 4.214 1.463  0.093
H: 1.034 5.418 2.156  0.087
H: 1.255 5.307 0.384  0.073
H: -1.540 -1.337 -3.375  0.082
H: -2.299 1.401 -4.103  0.087
C: -2.582 -1.229 -3.043  -0.028
C: -3.151 1.149 -3.452  -0.058
N: -2.793 0.107 -2.504  -0.171
H: -2.802 -1.982 -2.278  0.087
C: -2.654 0.384 -1.195  -0.317
O: -2.453 -0.460 -0.302  -0.192
H: -3.462 2.050 -2.909  0.086
H: -2.764 1.465 -0.964  0.135
H: -3.254 -1.332 -3.903  0.081
H: -3.978 0.796 -4.084  0.086
O: 0.194 -0.190 -2.264  -0.295
C: 1.093 0.617 -2.774  -0.508
C: -0.345 2.675 -2.239  -0.041
C: 0.922 2.130 -2.427  -0.142
H: -1.200 2.000 -2.150  0.066
C: -0.521 4.058 -2.180  -0.117
H: 2.113 0.319 -2.450  0.124
C: 2.036 2.961 -2.343  -0.037
H: -1.538 4.462 -2.125  0.096
C: 0.589 4.905 -2.228  -0.141
C: 1.872 4.348 -2.249  -0.113
H: 3.025 2.505 -2.370  0.110
H: 0.437 5.990 -2.236  0.094
H: 2.744 5.004 -2.223  0.093
Si: -0.070 -4.395 -0.040  -0.102
Cl: -0.017 -2.301 -0.601  0.333
C: -1.529 -5.522 -0.650  -0.283
C: 1.327 -4.729 1.220  -0.260
C: 0.930 -5.042 -1.612  -0.299
H: -2.425 -4.929 -0.887  0.010
H: -1.817 -6.260 0.115  0.005
H: -1.272 -6.097 -1.554  0.006
H: 0.357 -4.861 -2.532  0.005
H: 1.076 -6.127 -1.522  0.013
H: 1.913 -4.567 -1.708  0.005
H: 1.666 -3.812 1.732  -0.027
H: 2.203 -5.166 0.721  0.016
H: 1.002 -5.442 1.993  0.011
C: -0.616 1.628 5.064  -0.102
N: 0.192 0.455 5.378  -0.193
C: 1.641 0.650 5.322  -0.072
C: -0.329 -0.785 5.183  -0.778
S: -1.909 -0.970 4.571  0.593
N: 0.486 -1.841 5.482  -0.222
C: 1.124 -1.944 6.792  -0.070
C: 0.367 -3.088 4.751  -0.117
H: -0.148 2.475 5.582  0.083
H: -1.634 1.465 5.434  0.052
H: -0.655 1.835 3.979  0.075
H: 2.124 0.119 6.149  0.061
H: 2.053 0.284 4.363  -0.003
H: 1.827 1.726 5.420  0.084
H: 0.654 -2.756 7.371  0.092
H: 2.188 -2.196 6.655  0.096
H: 1.031 -1.010 7.356  0.082
H: -0.685 -3.367 4.635  0.040
H: 0.809 -2.949 3.756  -0.006
H: 0.918 -3.866 5.288  0.091

Calculated values
frontier orbital gap: 5.7 eV
charge: -1
F_max: 2.4 eV/Å
multiplicity: 1
HOMO energy: -3.56 eV


[4]
C25H48Cl3N4O3SSiTm | wB97M-V/def2-TZVPD

Last column: Löwdin charge in e.
CARTESIAN COORDINATES (ANGSTROEM)
C: 2.854 -2.904 -6.334  -0.035
C: 2.540 -1.871 -7.389  -0.224
H: 2.019 -3.620 -6.238  0.083
H: 3.046 -2.482 -5.337  0.054
H: 3.747 -3.478 -6.635  0.089
C: 2.312 -2.232 -8.659  -0.152
C: 2.219 -3.634 -9.150  -0.106
H: 2.214 -1.469 -9.436  0.107
H: 1.554 -4.258 -8.532  0.075
H: 3.202 -4.128 -9.191  0.079
H: 1.804 -3.609 -10.164  0.068
Tm: 2.153 0.232 -3.743  0.826
Cl: 3.844 -1.077 -2.456  -0.191
Cl: 3.529 2.413 -4.197  -0.125
C: 0.716 2.955 -2.838  -0.305
O: 0.633 1.693 -2.915  -0.177
N: -0.311 3.757 -2.606  -0.154
C: -1.650 3.225 -2.306  -0.007
C: -0.114 5.203 -2.736  -0.024
H: 1.674 3.468 -3.023  0.060
H: -1.620 2.559 -1.428  0.081
H: -2.079 2.674 -3.162  0.084
H: -2.283 4.094 -2.098  0.084
H: 0.809 5.477 -2.212  0.098
H: -0.974 5.721 -2.312  0.085
H: 0.012 5.489 -3.789  0.101
H: -0.052 -3.309 0.245  0.102
H: -0.693 -3.355 -3.556  0.095
C: -0.952 -2.893 -0.233  -0.037
C: -1.355 -3.277 -2.688  -0.009
N: -0.670 -2.542 -1.622  -0.151
H: -1.239 -1.989 0.326  0.027
C: 0.200 -1.591 -1.924  -0.290
O: 0.511 -1.271 -3.106  -0.163
H: -2.286 -2.772 -2.990  0.079
H: 0.642 -1.057 -1.061  0.099
H: -1.757 -3.631 -0.218  0.090
H: -1.617 -4.267 -2.296  0.092
O: 2.295 -0.238 -5.652  -0.396
C: 2.593 -0.393 -6.990  -0.349
C: 0.667 0.178 -8.564  -0.100
C: 1.771 0.590 -7.809  -0.159
H: 0.309 -0.849 -8.447  0.054
C: 0.080 1.043 -9.496  -0.099
H: 3.640 -0.081 -7.189  0.161
C: 2.078 1.958 -7.775  -0.030
H: -0.737 0.675 -10.133  0.104
C: 0.554 2.353 -9.612  -0.111
C: 1.513 2.811 -8.709  -0.095
H: 2.787 2.307 -7.024  0.082
H: 0.159 3.005 -10.400  0.098
H: 1.834 3.859 -8.755  0.103
Si: -2.654 -0.170 -6.369  0.118
Cl: -1.403 -1.764 -6.700  0.404
C: -3.814 0.038 -7.798  -0.197
C: -1.534 1.328 -6.205  -0.196
C: -3.125 -0.482 -4.592  -0.230
H: -3.857 1.091 -8.107  0.038
H: -4.825 -0.313 -7.598  0.026
H: -3.411 -0.527 -8.645  0.028
H: -3.329 -1.550 -4.445  0.004
H: -4.016 0.112 -4.322  0.035
H: -2.292 -0.201 -3.921  0.034
H: -1.342 1.707 -7.216  0.021
H: -0.590 0.973 -5.739  0.031
H: -1.983 2.116 -5.588  0.026
C: 2.071 0.546 2.513  -0.101
N: 0.889 0.032 3.198  -0.228
C: 1.144 -1.174 3.989  -0.057
C: -0.319 0.095 2.540  -0.750
S: -0.465 0.523 0.911  0.698
N: -1.407 -0.236 3.319  -0.226
C: -1.459 0.247 4.706  -0.053
C: -2.721 -0.231 2.688  -0.114
H: 2.884 0.599 3.244  0.089
H: 1.857 1.547 2.124  0.073
H: 2.375 -0.103 1.676  0.089
H: 1.865 -0.917 4.770  0.095
H: 0.213 -1.521 4.433  0.074
H: 1.575 -1.977 3.375  0.099
H: -1.831 1.282 4.753  0.102
H: -2.169 -0.393 5.244  0.093
H: -0.479 0.190 5.181  0.074
H: -3.034 0.790 2.420  0.086
H: -2.698 -0.838 1.778  0.055
H: -3.435 -0.650 3.405  0.087

Calculated values
frontier orbital gap (alpha / beta): 7.9 / 7.9 eV
charge: 0
F_max: 1.9 eV/Å
multiplicity: 3
HOMO energy (alpha / beta): -7.75 / -7.75 eV


[5]
C25H49BrFN5O9P | wB97M-V/def2-TZVPD

Last column: Löwdin charge in e.
CARTESIAN COORDINATES (ANGSTROEM)
C: -4.309 2.972 1.321  0.015
C: -3.427 2.121 1.815  -0.172
C: -3.034 0.826 1.146  -0.130
C: -1.608 0.364 1.524  -0.242
C: -0.567 0.892 0.526  -0.194
C: 0.706 1.591 1.015  -0.168
C: 0.958 2.894 0.245  -0.658
C: -0.013 4.014 0.600  -0.122
Br: 0.956 2.597 -1.690  0.954
N: -0.293 -0.171 -0.498  0.008
O: -1.485 -0.227 -1.271  0.042
C: 0.151 -1.591 0.006  -0.205
C: 1.676 -1.621 -0.192  -0.120
C: 2.196 -1.619 -1.641  -0.156
C: 2.828 -0.278 -2.061  -0.205
C: 2.542 0.081 -3.518  -0.237
N: 2.849 1.500 -3.736  -0.048
C: 2.037 2.126 -4.735  -0.581
N: 1.683 3.318 -4.541  0.112
N: 1.799 1.350 -5.901  0.114
C: -0.597 -2.554 -0.948  -0.019
C: -0.181 -4.000 -1.122  -0.459
O: -0.940 -4.858 -1.369  0.207
F: 1.146 -4.240 -1.039  0.135
C: -0.313 -1.825 1.515  -0.249
C: -0.640 -3.335 1.717  -0.049
C: 0.533 -4.300 1.687  -0.527
O: 1.646 -3.975 1.958  0.132
O: 0.250 -5.566 1.368  0.154
P: 0.838 -1.298 2.956  0.554
O: 0.491 0.041 3.471  -0.249
O: 0.537 -2.447 4.025  -0.101
O: 2.393 -1.385 2.624  -0.109
N: -1.599 -1.105 1.690  -0.021
C: -2.385 -1.443 2.870  -0.221
O: -3.469 -2.245 2.459  -0.122
C: -4.497 -2.377 3.446  -0.200
C: -5.881 -2.178 2.819  -0.219
C: -6.769 -1.208 3.603  -0.103
H: -4.740 2.837 0.334  0.067
H: -4.624 3.831 1.899  0.062
H: -2.946 2.362 2.763  0.107
H: -3.123 0.955 0.066  0.112
H: -3.749 0.046 1.420  0.116
H: -1.360 0.860 2.468  0.119
H: -1.095 1.651 -0.054  0.118
H: 1.599 0.971 0.956  0.097
H: 0.550 1.855 2.061  0.113
H: 1.975 3.216 0.471  0.097
H: -0.191 4.025 1.678  0.090
H: 0.371 4.976 0.264  0.085
H: -0.984 3.876 0.115  0.070
H: 0.438 0.201 -1.124  0.092
H: -1.273 0.220 -2.108  0.139
H: 2.054 -2.484 0.354  0.106
H: 2.112 -0.764 0.321  0.093
H: 1.431 -1.872 -2.380  0.100
H: 2.950 -2.403 -1.713  0.126
H: 2.423 0.539 -1.453  0.027
H: 3.905 -0.288 -1.880  0.125
H: 3.096 -0.589 -4.186  0.131
H: 1.470 -0.076 -3.699  0.101
H: 3.792 1.578 -4.123  0.100
H: 1.150 3.680 -5.331  0.058
H: 1.170 0.572 -5.743  0.075
H: 1.385 1.929 -6.624  0.087
H: -0.555 -2.167 -1.966  0.135
H: -1.646 -2.600 -0.662  0.141
H: -1.071 -3.460 2.708  0.124
H: -1.429 -3.651 1.035  0.127
H: -0.691 -5.709 1.197  0.129
H: 0.722 -2.105 4.914  0.119
H: 2.808 -0.536 2.837  0.106
H: -1.797 -1.969 3.626  0.122
H: -2.754 -0.526 3.340  0.141
H: -4.337 -1.661 4.261  0.119
H: -4.418 -3.378 3.884  0.126
H: -6.378 -3.139 2.674  0.107
H: -5.713 -1.774 1.816  0.106
H: -6.513 -0.173 3.363  0.070
H: -6.687 -1.356 4.682  0.074
H: -7.817 -1.338 3.326  0.073
C: 6.504 4.334 -2.690  -0.085
C: 5.545 3.204 -3.005  -0.328
O: 5.321 3.066 -4.411  -0.096
H: 6.117 5.275 -3.080  0.081
H: 6.649 4.434 -1.613  0.076
H: 7.480 4.156 -3.147  0.076
H: 4.566 3.386 -2.564  0.100
H: 5.926 2.256 -2.605  0.108
H: 6.176 2.888 -4.818  0.090

Calculated values
frontier orbital gap: 9.1 eV
charge: +1
F_max: 1.0 eV/Å
multiplicity: 1
HOMO energy: -11.67 eV